ORCA calculation (ωB97M-V/def2-TZVPD) on a structure of composition C24H18BBrF4N3NiO2P at a distorted geometry.

The geometry in XYZ format:
```
55
C24H18BBrF4N3NiO2P (ωB97M-V/def2-TZVPD)
Ni 0.62381 0.95490 0.88647
F 0.08306 -1.32013 -6.81760
C 0.08991 -1.17933 -5.50104
C -0.72505 -1.97247 -4.69815
F -1.50306 -2.90706 -5.23338
C -0.72430 -1.78653 -3.31928
F -1.49460 -2.60331 -2.59774
C 0.05242 -0.81764 -2.68313
P -0.15779 -0.52363 -0.85441
C -0.10079 -2.22828 -0.24406
C -1.04482 -2.70048 0.66330
C -0.92566 -3.97868 1.17278
C 0.13560 -4.78716 0.79376
C 1.07936 -4.31787 -0.10793
C 0.97270 -3.03697 -0.61578
C -1.89333 0.06307 -0.69508
C -2.05615 1.35757 -0.19452
C -3.31267 1.85435 0.09969
C -4.43122 1.06331 -0.10939
C -4.28217 -0.21145 -0.62886
C -3.02563 -0.71760 -0.91830
C 0.92593 -0.09661 -3.49996
Br 2.22057 1.05945 -2.79633
C 0.93202 -0.26077 -4.88286
F 1.76518 0.46677 -5.61869
H -1.87225 -2.07425 0.96297
H -1.66689 -4.34801 1.86440
H 0.22547 -5.78534 1.19291
H 1.90016 -4.94725 -0.41693
H 1.72222 -2.65683 -1.29868
H -1.17964 1.99230 -0.03454
H -3.41690 2.85193 0.49875
H -5.41315 1.43603 0.13717
H -5.14881 -0.83260 -0.79733
H -2.95393 -1.72581 -1.28692
O 1.84888 1.66436 2.35206
N 2.57253 2.74501 2.29727
C 3.91063 2.64012 2.27505
C 4.70692 3.75445 2.12553
C 4.11768 5.00388 1.99821
C 2.73372 5.09410 2.06747
C 1.98435 3.95227 2.22943
H 4.30257 1.63577 2.34391
H 5.77904 3.63999 2.08845
H 4.72219 5.87879 1.82819
H 2.23281 6.04242 1.96624
H 0.90246 3.94657 2.23447
B -1.72322 -1.23156 4.09394
C -0.86070 -0.60598 3.00494
N -0.27928 -0.08805 2.14610
H -2.48315 -0.37592 4.43631
H -2.44086 -2.12577 3.74186
H -1.00712 -1.79997 4.86314
O 2.32759 2.72000 -0.35524
N 1.25335 2.22589 -0.15866
```

- largest force on an atom (hartree/bohr) = 0.122
- ⟨S²⟩ = 1.095
- Kohn-Sham gap (spin up / spin down) (eV) = 5.3 / 5.5
- LUMO energy (spin up / spin down) (eV) = -5.89 / -5.68
- E_tot (Ha) = -6087.654830
- total charge = +1
- energy above the lowest of the compared OMol25 structures with the same formula, charge and spin (kcal/mol) = 38.1
- spin multiplicity = 2
- highest occupied orbital energy (spin up / spin down) (eV) = -11.19 / -11.19

---

ORCA calculation (ωB97M-V/def2-TZVPD) on a structure of composition C20H46As3N3OPPd.

The geometry in XYZ format:
```
75
C20H46As3N3OPPd (ωB97M-V/def2-TZVPD)
Pd 0.29658 0.89983 -0.04585
C -1.57286 1.72786 2.99494
As -0.41288 0.37217 2.26501
C 0.80855 0.02340 3.72384
C -1.66019 -1.12464 2.22084
C -1.24940 -2.53025 1.73725
C -2.52783 -3.38304 1.77796
C -0.75601 -2.54200 0.28151
As 0.81843 -1.53310 -0.29687
C 0.73653 -1.94496 -2.18062
C 2.32673 -2.59944 0.28709
C -0.22135 -3.11593 2.72237
As 0.15151 -5.01834 2.61117
C -1.15523 -6.10881 3.49626
C 1.85790 -5.36769 3.40436
H -2.04358 1.35455 3.90341
H -2.33457 1.97769 2.25960
H -0.98500 2.61250 3.22890
H 0.27590 -0.47247 4.53403
H 1.18842 0.97746 4.08521
H 1.65351 -0.58072 3.39955
H -2.45672 -0.76032 1.56746
H -2.07800 -1.19787 3.22840
H -3.31460 -2.91816 1.18390
H -2.90202 -3.49473 2.79844
H -2.36155 -4.37730 1.35320
H -1.55076 -2.14604 -0.35454
H -0.57757 -3.57292 -0.04254
H 0.64286 -3.01979 -2.33345
H 1.64617 -1.59140 -2.66269
H -0.12848 -1.43569 -2.60179
H 2.06484 -3.65359 0.19080
H 2.61882 -2.36370 1.30843
H 3.17150 -2.39295 -0.36740
H -0.57798 -3.02850 3.75614
H 0.75623 -2.63822 2.66120
H -2.08636 -6.14846 2.93983
H -1.31531 -5.65007 4.47571
H -0.73438 -7.10574 3.61035
H 2.63716 -4.77881 2.92779
H 2.08067 -6.42929 3.32091
H 1.75897 -5.09233 4.45823
C 1.13210 4.46228 -4.05220
N 0.72959 5.01718 -2.75458
C 1.85376 5.68593 -2.11711
N 2.85505 4.61552 -1.98947
C 3.34807 4.10671 -3.28600
N 2.20099 3.47318 -3.91918
C 1.76505 2.25877 -3.24431
P 1.12445 2.57655 -1.52822
C 0.05176 4.04845 -1.91032
C 2.60315 3.62543 -0.98733
H 1.48024 5.27530 -4.68772
H 0.26772 3.99586 -4.52135
H 1.59024 6.07404 -1.13621
H 2.24368 6.47785 -2.75104
H 4.15424 3.39661 -3.11769
H 3.69984 4.94310 -3.88457
H 2.58544 1.54166 -3.19281
H 0.96157 1.79262 -3.81888
H -0.28175 4.51464 -0.98280
H -0.83270 3.67711 -2.43172
H 3.46770 2.96844 -0.88214
H 2.37545 4.09675 -0.03102
C -2.27389 0.91202 -2.99860
C -2.45100 1.26619 -1.53904
C -3.88548 1.06443 -1.04947
O -1.64277 0.46985 -0.70192
H -2.86476 1.56793 -3.63960
H -2.59006 -0.11630 -3.18495
H -1.22282 1.00300 -3.29369
H -2.20621 2.32707 -1.37867
H -4.19887 0.03296 -1.21885
H -4.55329 1.72233 -1.60762
H -3.97516 1.29834 0.01076
```

- largest force on an atom (hartree/bohr) = 0.009
- ⟨S²⟩ = 6.019
- Kohn-Sham gap (spin up / spin down) (eV) = 8.8 / 5.6
- LUMO energy (spin up / spin down) (eV) = -6.87 / -10.76
- E_tot (Ha) = -8204.643289
- total charge = +3
- spin multiplicity = 5
- highest occupied orbital energy (spin up / spin down) (eV) = -15.66 / -16.37

---

ORCA calculation (ωB97M-V/def2-TZVPD) on the molecule C17H30N5O2P at a distorted geometry.

The geometry in XYZ format:
```
55
C17H30N5O2P (ωB97M-V/def2-TZVPD)
C 4.72656 -0.13416 2.41780
C 3.50953 0.06383 1.50762
C 3.31723 -0.99141 0.43784
C 2.41990 -0.50457 -0.67712
P 0.54619 0.17685 -0.21247
C -1.23472 0.87079 0.12508
C -1.31383 2.23136 0.76166
C -1.69660 2.23858 2.24016
C -2.10803 3.64542 2.62591
C 0.04664 -1.57579 0.23910
C -0.74967 -1.81879 1.53784
C -1.21968 -3.26479 1.82617
C -2.03021 -3.98235 0.75946
H 4.79420 0.67650 3.15695
H 4.66635 -1.07665 2.97117
H 5.65262 -0.15567 1.83135
H 2.61576 0.16271 2.14102
H 3.63671 1.03324 1.00018
H 4.30004 -1.15887 -0.00764
H 3.06110 -1.96612 0.88171
H 2.88395 0.34979 -1.19988
H 2.11847 -1.34936 -1.32052
H -1.43106 1.01026 -0.90819
H -1.99243 0.12243 0.43471
H -0.36179 2.78400 0.63564
H -2.08429 2.83098 0.22243
H -2.51550 1.52080 2.35612
H -0.86733 1.85308 2.84610
H -2.45772 3.65689 3.65596
H -1.25964 4.32362 2.51183
H -2.89730 3.97416 1.94240
H -0.64210 -1.86878 -0.55984
H 0.94246 -2.23549 0.13277
H -0.17842 -1.43925 2.40819
H -1.68610 -1.24292 1.44920
H -0.38487 -3.89027 2.15041
H -1.86312 -3.15534 2.70217
H -2.33337 -4.96247 1.13308
H -2.94805 -3.44293 0.51905
H -1.49126 -4.15019 -0.17475
O 1.31271 2.28270 -1.10656
N 0.67177 2.60308 -2.16163
C -0.30151 1.69777 -2.65689
C -0.13210 0.33587 -1.95538
N -1.00201 -0.59274 -2.66175
N -1.01357 -1.93773 -2.48111
N -1.92471 -2.43767 -3.25993
N -2.51443 -1.46984 -4.03039
C -1.92596 -0.29817 -3.64403
C -1.96973 0.97305 -4.27823
C -1.05680 1.94741 -3.84191
O 0.85264 3.70726 -2.73376
H 0.98037 0.17469 -2.05835
H -2.62528 0.98326 -5.18020
H -0.84201 2.87194 -4.45048
```

- largest force on an atom (hartree/bohr) = 0.106
- Kohn-Sham gap (eV) = 5.2
- LUMO energy (eV) = -1.91
- E_tot (Ha) = -1431.028128
- total charge = 0
- spin multiplicity = 1
- highest occupied orbital energy (eV) = -7.15

---

ORCA calculation (ωB97M-V/def2-TZVPD) on a structure of composition C38H28I2N2O3PdTe at a distorted geometry.

The geometry in XYZ format:
```
75
C38H28I2N2O3PdTe (ωB97M-V/def2-TZVPD)
Pd 0.59872 1.71345 0.58268
C -1.67367 -1.20048 -5.19580
C -1.29639 -0.89319 -3.76704
C -2.13614 -1.22689 -2.69518
C -1.85591 -0.90051 -1.39084
C -2.81540 -1.32477 -0.30605
O -3.29050 -0.57166 0.58676
C -3.09922 -2.78162 -0.23506
C -2.57759 -3.75585 -1.14329
C -2.82925 -5.08002 -0.86640
C -3.60164 -5.43038 0.29220
C -4.24572 -4.51212 1.06271
C -3.95077 -3.16787 0.81495
C -0.61864 -0.26703 -1.08361
O -0.27455 -0.04545 0.16263
C 0.29193 0.11701 -2.16845
C -0.14348 -0.14703 -3.45057
C 1.65919 0.69466 -1.94099
N 2.05611 1.26480 -0.81189
C 3.48980 1.51540 -0.36763
C 3.73233 0.63450 0.84101
Te 2.40379 1.37002 2.55202
C 2.26701 -0.62077 3.24461
C 2.57403 -0.85165 4.60481
C 2.21291 -1.95900 5.34328
C 1.42345 -2.90871 4.72598
C 1.10375 -2.73775 3.40970
C 1.59790 -1.71815 2.61403
C 2.60840 0.73031 -3.07659
C 3.41488 1.87333 -3.36248
C 4.26400 1.80998 -4.42234
C 4.34646 0.64692 -5.19247
C 3.74532 -0.51938 -4.77676
C 2.79254 -0.46730 -3.77102
H -2.40910 -2.01226 -5.26429
H -0.81789 -1.54297 -5.75026
H -2.01182 -0.31124 -5.72860
H -3.08242 -1.66915 -2.95851
H -2.00048 -3.30748 -1.96917
H -2.56652 -5.84401 -1.57651
H -3.57895 -6.51911 0.65077
H -4.97060 -4.80983 1.81727
H -4.40026 -2.34054 1.39109
H 0.26105 0.40201 -4.24841
H 3.56687 2.54625 -0.10904
H 4.15943 1.32279 -1.21417
H 4.74720 0.73185 1.17365
H 3.59511 -0.41834 0.62359
H 3.16151 -0.09337 5.15290
H 2.63318 -2.01491 6.33412
H 1.04001 -3.80608 5.25033
H 0.62288 -3.53911 2.86836
H 1.42420 -1.69347 1.55553
H 3.23843 2.86811 -2.88592
H 4.80387 2.71774 -4.72274
H 4.97156 0.59576 -6.14390
H 3.97877 -1.44358 -5.36744
H 2.16889 -1.30329 -3.48721
I 0.84186 6.95546 0.95479
C -0.54393 5.60545 1.80922
C -1.64538 6.04588 2.56590
C -2.50747 5.09915 3.11576
I -3.99488 5.81654 4.40439
C -2.29148 3.66257 2.98967
C -3.04714 2.66395 3.66716
C -2.81281 1.40422 3.24383
C -1.78908 1.04854 2.32898
N -0.98063 1.96625 1.78605
C -1.23375 3.28032 2.07597
C -0.39477 4.24066 1.43068
O 0.39065 3.88450 0.49241
H -1.86903 7.06112 2.81087
H -3.72985 2.90580 4.52683
H -3.42414 0.56996 3.67439
H -1.67677 -0.00896 1.91870
```

- largest force on an atom (hartree/bohr) = 0.071
- ⟨S²⟩ = 2.015
- Kohn-Sham gap (spin up / spin down) (eV) = 6.2 / 5.6
- LUMO energy (spin up / spin down) (eV) = -0.44 / -1.32
- E_tot (Ha) = -2791.243053
- total charge = 0
- energy above the lowest of the compared OMol25 structures with the same formula, charge and spin (kcal/mol) = 0.0
- spin multiplicity = 3
- highest occupied orbital energy (spin up / spin down) (eV) = -6.62 / -6.94

---

ORCA calculation (ωB97M-V/def2-TZVPD) on the molecule C2H3F3O at a distorted geometry.

The geometry in XYZ format:
```
9
C2H3F3O (ωB97M-V/def2-TZVPD)
C -0.28776 -0.05074 -0.51360
C 0.26868 0.00727 1.07781
O 0.78772 0.03743 -1.33689
F -1.13527 1.03456 -0.70511
F -0.52094 -0.90394 1.79491
F 0.07687 1.21165 1.57339
H -0.86944 -0.88084 -0.59689
H 1.23659 -0.49305 0.93622
H 0.44355 0.03767 -2.22983
```

- largest force on an atom (hartree/bohr) = 0.095
- Kohn-Sham gap (eV) = 12.0
- LUMO energy (eV) = 0.70
- E_tot (Ha) = -452.817795
- total charge = 0
- structure (SMILES) = O[C@H](F)C(F)F
- energy above the lowest of the compared OMol25 structures with the same formula, charge and spin (kcal/mol) = 22.6
- spin multiplicity = 1
- highest occupied orbital energy (eV) = -11.27

---

ORCA calculation (ωB97M-V/def2-TZVPD) on a structure of composition C30H34CoN6S2 at a distorted geometry.

The geometry in XYZ format:
```
73
C30H34CoN6S2 (ωB97M-V/def2-TZVPD)
Co -0.10920 0.71022 -0.58615
C 1.69210 -2.70688 0.66805
C 3.14790 -2.52838 0.13455
C 3.50220 -1.48298 -0.97775
N 2.86190 -0.21378 -0.84485
C 3.31630 0.90092 -0.41925
C 4.71200 1.17452 -0.14495
C 5.25150 1.86012 0.89175
C 4.54840 2.52612 1.92225
C 3.25200 2.96922 1.86135
C 2.34120 2.87442 0.80285
C 2.29360 1.97842 -0.26115
N 1.24800 1.95142 -1.11415
C 0.63630 3.17742 -1.57985
C -0.84100 3.37682 -1.18055
C -1.85580 2.41102 -1.82045
N -1.88100 1.13232 -1.13675
C -2.98720 0.44322 -0.94445
C -4.23730 0.79222 -1.49815
C -5.51820 0.38162 -1.15675
C -5.93650 -0.34698 -0.05895
C -5.12290 -1.00048 0.87645
C -3.79170 -1.26288 0.76065
C -2.85210 -0.87108 -0.25635
N -1.83820 -1.57678 -0.62095
C -1.79890 -3.00448 -0.39885
C -0.68450 -3.68908 0.43425
H 1.84770 -0.62818 0.78095
H 1.78080 -3.02538 1.70865
H 3.51340 -3.48768 -0.23415
H 3.75470 -2.26318 1.00565
H 3.19800 -1.87958 -1.95155
H 4.59810 -1.42088 -0.97435
H 5.39300 0.67072 -0.82145
H 6.33200 1.85642 0.97955
H 5.11150 2.76572 2.81325
H 2.88710 3.51592 2.72205
H 1.45030 3.48052 0.92365
H 0.68420 3.16112 -2.67775
H 1.20700 4.05182 -1.23885
H -1.12280 4.39132 -1.46745
H -0.94030 3.30892 -0.09275
H -1.58100 2.24162 -2.87075
H -2.84010 2.89312 -1.79085
H -4.19540 1.48192 -2.33095
H -6.30420 0.76602 -1.79355
H -7.00300 -0.41848 0.10345
H -5.62520 -1.41948 1.73955
H -3.34490 -1.87708 1.53325
H -1.76500 -3.43838 -1.40645
H -2.74170 -3.33988 0.05915
H -1.01990 -4.72628 0.50195
H -0.70920 -3.28068 1.44065
C -1.23930 2.37372 2.77315
C -0.87370 0.95262 2.56515
N -0.29620 0.46272 1.50895
C 0.06800 -0.85868 1.65475
C -0.25620 -1.37668 2.86455
S -1.05820 -0.20288 3.84525
C 1.03070 -1.34668 0.59965
C 0.79360 -3.73558 -0.03915
S 0.92560 -3.50918 -1.83105
C 0.60580 -1.79758 -1.78205
N 0.58880 -1.06738 -0.74445
C 0.23940 -1.20308 -3.09615
H -1.09560 2.93792 1.85545
H -0.59610 2.79662 3.54875
H -2.27180 2.47222 3.10465
H -0.06310 -2.35308 3.26465
H 1.18290 -4.73868 0.14485
H 0.55630 -1.85028 -3.91005
H 0.68980 -0.21578 -3.19995
H -0.84500 -1.09658 -3.14005
```

- largest force on an atom (hartree/bohr) = 0.033
- ⟨S²⟩ = 6.106
- Kohn-Sham gap (spin up / spin down) (eV) = 6.4 / 4.3
- LUMO energy (spin up / spin down) (eV) = -2.82 / -4.97
- E_tot (Ha) = -3670.900535
- total charge = +1
- energy above the lowest of the compared OMol25 structures with the same formula, charge and spin (kcal/mol) = 87.6
- spin multiplicity = 5
- highest occupied orbital energy (spin up / spin down) (eV) = -9.19 / -9.28

---

ORCA calculation (ωB97M-V/def2-TZVPD) on a cluster of 4 separate species, C5H17NO2 in total at a distorted geometry.

The geometry in XYZ format:
```
25
C5H17NO2 (ωB97M-V/def2-TZVPD)
C 0.13577 -0.57892 -2.23918
C 0.77360 -0.01944 -0.99619
N -0.08008 0.99167 -0.35280
C 0.30177 1.20973 1.06327
C -0.93308 1.49974 1.91012
C -0.04305 2.24461 -1.09127
H -0.76533 -1.12679 -1.95107
H -0.12601 0.15741 -3.00705
H 0.75458 -1.33209 -2.73232
H 1.78779 0.38568 -1.16814
H 0.86942 -0.80336 -0.25117
H 0.99976 2.05958 1.13632
H 0.74892 0.28222 1.39750
H -0.62911 1.73714 2.93326
H -1.60812 0.64381 1.93169
H -1.50555 2.33294 1.49670
H 0.98554 2.63598 -1.15674
H -0.65644 3.00486 -0.60247
H -0.39320 2.07168 -2.10788
H -0.81727 -3.53279 -0.22760
H -1.07298 -1.10194 0.01207
O -0.54073 -2.61821 -0.36922
H 0.77920 -2.54831 2.33822
H 0.04944 -2.18488 0.98886
O 0.50811 -1.79474 1.80827
```

- largest force on an atom (hartree/bohr) = 0.069
- Kohn-Sham gap (eV) = 7.8
- LUMO energy (eV) = -1.24
- E_tot (Ha) = -405.763879
- total charge = 0
- energy above the lowest of the compared OMol25 structures with the same formula, charge and spin (kcal/mol) = 112.1
- spin multiplicity = 1
- highest occupied orbital energy (eV) = -9.05

---

ORCA calculation (ωB97M-V/def2-TZVPD) on the molecule C6H11N3O3 at a distorted geometry.

The geometry in XYZ format:
```
23
C6H11N3O3 (ωB97M-V/def2-TZVPD)
C 0.75581 -1.21913 0.26862
C -1.16895 -1.84911 -0.48609
C -1.17321 -0.38127 -0.65264
C 2.17898 -1.48043 0.77509
C 0.20087 2.29444 -0.94306
C 0.83459 1.23672 -0.00923
N 0.00303 -2.25646 0.18702
N 0.20461 -0.05167 -0.16992
N -2.20504 0.18359 0.26834
O -1.92021 0.69629 1.34051
O -3.35212 0.12902 -0.13681
O 0.81611 1.63913 1.37958
H -2.11335 -2.18379 0.18594
H -1.29441 -2.48684 -1.50058
H -1.31952 0.03186 -1.60583
H 2.05534 -2.23761 1.58015
H 2.72338 -0.51732 1.16930
H 2.78265 -1.87117 0.07209
H 0.32796 1.74361 -1.95792
H -0.91818 2.60273 -0.84009
H 0.65569 3.30963 -0.70189
H 1.96711 1.24135 -0.10327
H -0.04114 1.42645 1.88067
```

- largest force on an atom (hartree/bohr) = 0.113
- Kohn-Sham gap (eV) = 8.9
- LUMO energy (eV) = -0.15
- E_tot (Ha) = -625.062051
- total charge = 0
- structure (SMILES) = CC1=NC[C@@H]([N+](=O)[O-])N1[C@@H](C)O
- energy above the lowest of the compared OMol25 structures with the same formula, charge and spin (kcal/mol) = 119.1
- spin multiplicity = 1
- highest occupied orbital energy (eV) = -9.08